Record 1
The following is a quantum chemistry calculation of a 2-piece molecular cluster, C4H12N2 overall, from the OMol25 dataset.

2S+1: 1
F_max in Eh/bohr: 0.0332
E in eV: -7321.735

Positions of all 18 atoms, in Å:
C: -1.97984 3.30054 -0.92143
C: -2.81906 2.29629 -1.14055
N: -2.72124 1.04605 -0.52243
H: -1.13269 3.14207 -0.27235
H: -2.08658 4.27633 -1.35875
H: -3.73786 2.41062 -1.69832
H: -1.78204 0.69637 -0.39785
H: -3.28818 0.32948 -0.93895
C: 3.06693 -1.75439 0.28475
C: 1.84881 -2.06286 1.17688
N: 0.64674 -1.45078 0.65584
H: 3.22033 -0.66880 0.26435
H: 3.94348 -2.16727 0.78695
H: 2.84356 -2.01276 -0.73900
H: 1.69959 -3.13920 1.11176
H: 2.06247 -1.71277 2.15997
H: -0.19170 -1.99349 0.55487
H: 0.40730 -0.53542 0.99426

***

Record 2
The following is a quantum chemistry calculation of C4H12N2 as an isolated structure, from the OMol25 dataset.

2S+1: 1
F_max in Eh/bohr: 0.0873
E in eV: -7320.451

Positions of all 18 atoms, in Å:
C: -0.91376 -0.19117 -0.33968
C: -0.38594 1.21479 -0.11258
C: 1.06467 1.43400 -0.61655
N: 2.00915 0.50335 0.16411
C: -0.43382 -1.26843 0.63901
N: -1.31038 -2.45373 0.62159
H: -0.63875 -0.50140 -1.35338
H: -2.00596 -0.22605 -0.32169
H: -0.35346 1.41050 0.96462
H: -1.01189 1.93570 -0.63530
H: 1.20325 2.52244 -0.54762
H: 1.02407 1.23374 -1.69681
H: 1.62091 1.38256 0.67530
H: 2.93089 0.93921 0.18257
H: 0.58660 -1.56813 0.42729
H: -0.47069 -0.82479 1.63794
H: -0.81424 -3.26593 0.29112
H: -2.10066 -2.27666 0.02005

***

Record 3
The following is a quantum chemistry calculation of a 2-piece molecular cluster, C4H12N2 overall, from the OMol25 dataset.

2S+1: 1
F_max in Eh/bohr: 0.0693
E in eV: -7319.173

Positions of all 18 atoms, in Å:
C: -2.14262 0.13942 -1.02031
C: -1.17349 1.06931 -1.19865
C: 0.11099 0.91107 -1.96711
H: -3.13961 0.43886 -1.32694
H: -2.08660 -0.71071 -0.32887
H: -1.55237 2.05141 -0.89440
H: 0.81416 1.67626 -1.63073
H: 0.36161 -0.08305 -1.55073
H: -0.01611 0.78597 -3.02873
N: 0.33232 -0.24574 2.46628
C: 0.89360 -1.13787 1.48208
N: 1.72149 -0.51821 0.45055
H: -0.67054 -0.29576 2.58612
H: 0.40742 0.75176 2.28359
H: 1.59126 -1.88026 1.90957
H: 0.02985 -1.71497 1.12679
H: 2.49124 0.04245 0.78115
H: 2.02740 -1.27991 -0.13966

***

Record 4
The following is a quantum chemistry calculation of a 2-piece molecular cluster, C4H12N2 overall, from the OMol25 dataset.

Net charge: +1
2S+1: 2
F_max in Eh/bohr: 0.0415
E in eV: -7312.330

Positions of all 18 atoms, in Å:
C: 0.82267 -2.79351 1.07541
C: 1.24926 -1.93092 0.12338
N: 0.34661 -1.36279 -0.77907
H: 1.42606 -3.39767 1.74153
H: -0.24085 -3.00674 1.19745
H: 2.25701 -1.61510 0.37228
H: -0.38616 -1.99627 -1.09312
H: -0.24456 -0.61042 -0.38844
C: -0.57450 1.61117 1.02956
N: -0.92236 1.27873 -0.31388
C: -0.19686 1.72216 -1.50455
H: -1.17266 2.51008 1.26715
H: 0.48672 1.71592 1.23914
H: -0.92069 0.86997 1.76403
H: -1.88194 1.59293 -0.45667
H: 0.75311 1.18670 -1.57110
H: -0.74416 1.43097 -2.39610
H: -0.05671 2.79478 -1.30699

***

Record 5
The following is a quantum chemistry calculation of an isolated ion of composition C4H12N2 and charge +2, from the OMol25 dataset.

Net charge: +2
2S+1: 1
F_max in Eh/bohr: 0.0141
E in eV: -7305.615

Positions of all 18 atoms, in Å:
N: -1.99586 -0.60302 -2.40923
C: -0.86046 -0.46404 -1.46836
C: -1.04772 -0.03402 -0.23464
C: -0.05078 -0.23800 0.89054
C: 1.26448 0.53611 0.70127
N: 2.01533 0.65045 2.02879
H: -2.76454 0.01208 -2.12351
H: -1.72221 -0.37140 -3.36871
H: -2.33112 -1.57100 -2.39834
H: 0.08359 -0.85666 -1.82433
H: -1.94179 0.50480 0.07173
H: 0.22302 -1.29533 0.94432
H: -0.53902 0.06182 1.81582
H: 1.91092 0.02629 -0.01126
H: 1.10112 1.56309 0.38007
H: 1.88841 1.58579 2.43272
H: 1.73282 -0.10775 2.65428
H: 3.03381 0.60080 1.91886

***

Record 6
The following is a quantum chemistry calculation of C4H12N2O in the gas phase, from the OMol25 dataset.

2S+1: 1
F_max in Eh/bohr: 0.0302
E in eV: -9369.854

Positions of all 19 atoms, in Å:
C: -1.47979 0.23079 1.72907
C: -1.11310 -0.42783 0.41114
O: -0.68254 -1.77087 0.63937
C: -0.16827 0.35958 -0.51680
N: -0.19514 -0.19455 -1.83859
C: 1.27639 0.38301 0.07114
N: 2.14073 1.38597 -0.52422
H: -0.63701 0.24765 2.41279
H: -2.32902 -0.25071 2.20294
H: -1.78676 1.24668 1.46249
H: -2.00794 -0.46451 -0.22672
H: 0.04677 -1.94363 0.04857
H: -0.46751 1.41912 -0.53738
H: 0.64292 -0.01952 -2.35455
H: -0.75571 -0.99245 -2.07067
H: 1.18187 0.50140 1.15322
H: 1.65291 -0.61922 -0.14387
H: 2.04841 2.25524 0.00119
H: 3.09793 1.11322 -0.52222

***

Record 7
The following is a quantum chemistry calculation of C4H12N2O as an isolated structure, from the OMol25 dataset.

2S+1: 1
F_max in Eh/bohr: 0.0426
E in eV: -9365.097

Positions of all 19 atoms, in Å:
C: 0.73610 -1.01544 -1.70283
C: 2.12578 0.92596 -0.78716
C: 1.50815 1.22778 0.55596
N: 0.11821 -1.60997 -0.69109
H: 0.47577 -2.42540 -0.20130
H: -0.73096 -1.20879 -0.30324
H: 1.60790 -1.58149 -2.04999
H: 1.22293 0.25635 -1.52739
H: 2.25576 1.80559 -1.41548
H: 3.06119 0.37699 -0.71244
H: 0.66433 1.91373 0.44532
H: 1.14885 0.30020 1.02159
H: 2.21249 1.68728 1.25471
C: -3.46116 -0.56757 0.79685
O: -1.85711 0.78446 1.54012
N: -2.23820 -0.26394 0.70821
H: -0.90277 0.86473 1.39298
H: -4.14934 -0.06736 1.47423
H: -3.79791 -1.40310 0.20095

***

Record 8
The following is a quantum chemistry calculation of a 3-piece molecular cluster, C4H12N2O overall, from the OMol25 dataset.

2S+1: 1
F_max in Eh/bohr: 0.1412
E in eV: -9364.630

Positions of all 19 atoms, in Å:
C: 3.27562 -0.93189 -0.22904
C: -1.09326 1.79250 -0.31685
C: -1.58117 0.66094 0.34474
C: -2.86834 -1.36556 0.12686
H: 2.89153 1.20542 0.67037
H: 4.52762 0.36153 0.74385
H: 3.89553 -1.60490 -1.14023
H: 3.16574 -1.73783 0.56472
H: 2.29713 -0.70200 -0.60739
H: -0.96617 2.54597 0.49190
H: -1.37793 2.16565 -1.30787
H: -0.01351 1.68780 -0.36779
H: -3.52286 0.71374 -0.60619
H: -2.07822 -2.08659 0.37163
H: -3.69835 -1.39876 1.07207
H: -3.33685 -1.73200 -0.88701
N: 3.70037 0.43664 0.21495
N: -2.33251 -0.19741 -0.46101
O: -0.88437 0.18676 1.32229

***

Record 9
The following is a quantum chemistry calculation of C4H12N2O in the gas phase, from the OMol25 dataset.

2S+1: 1
F_max in Eh/bohr: 0.0341
E in eV: -9369.216

Positions of all 19 atoms, in Å:
N: -1.37043 -2.77119 -0.45501
C: -1.29780 -1.98599 0.76439
C: -1.20672 -0.47253 0.54061
N: 0.05328 -0.09518 -0.06449
C: 0.32855 1.30246 -0.29774
C: 1.83551 1.55385 -0.27798
O: 2.09034 2.96095 -0.38992
H: -1.97197 -2.24788 -1.10151
H: -0.49298 -2.58777 -0.95294
H: -2.18946 -2.09297 1.39248
H: -0.44160 -2.22564 1.40085
H: -1.33819 0.08412 1.47799
H: -2.03272 -0.16059 -0.10673
H: 0.92630 -0.45161 0.28311
H: -0.08276 2.05033 0.40771
H: -0.08213 1.74441 -1.22401
H: 2.26694 0.98781 -1.10735
H: 2.21896 1.31614 0.72180
H: 2.78688 3.09128 -1.01126

***

Record 10
The following is a quantum chemistry calculation of a 2-piece molecular cluster, C4H12N2O overall, from the OMol25 dataset.

2S+1: 1
F_max in Eh/bohr: 0.1395
E in eV: -9367.068

Positions of all 19 atoms, in Å:
C: 1.21338 0.57660 -1.60649
C: 1.05620 0.45074 -0.22207
N: 2.11776 0.18644 0.71852
C: -0.14261 1.05579 0.33325
C: -0.48237 0.04018 1.48022
N: -1.13809 -1.11897 0.89617
H: 2.11406 0.68718 -2.10673
H: 0.15273 0.57207 -2.16311
H: 2.57347 0.98493 1.03706
H: 2.75059 -0.24579 0.07416
H: 0.06562 2.04811 0.37456
H: -1.07301 1.12236 -0.28267
H: 0.21123 -0.05233 2.40006
H: -1.24923 0.67212 2.04040
H: -0.22521 -1.52909 0.62273
H: -1.49844 -1.77283 1.57123
O: -2.23904 -1.56288 -2.02484
H: -1.44782 -0.96163 -1.91998
H: -2.75922 -1.15301 -1.22248

***

Record 11
The following is a quantum chemistry calculation of C4H12N2O in the gas phase, from the OMol25 dataset.

2S+1: 1
F_max in Eh/bohr: 0.0935
E in eV: -9366.882

Positions of all 19 atoms, in Å:
C: 0.51175 0.22928 2.79810
N: 0.78913 -0.55180 1.62077
C: -0.19618 -0.39043 0.57820
C: 0.23003 0.32654 -0.73106
N: 1.67083 -0.00593 -0.89171
C: -0.87619 -0.10964 -1.89167
O: -2.07576 0.55521 -1.58819
H: 0.64439 -0.38708 3.63130
H: 1.39124 1.08267 2.67076
H: -0.48491 0.57010 3.00018
H: 1.71213 -0.63196 1.87910
H: -0.96858 0.24258 0.87484
H: -0.60951 -1.43927 0.31954
H: 0.25033 1.44180 -0.55121
H: 1.72616 -1.02717 -0.86540
H: 2.01079 0.22680 -1.77121
H: -0.92860 -1.26279 -2.05605
H: -0.69540 0.41668 -2.79320
H: -2.67818 -0.10445 -1.25804

***

Record 12
The following is a quantum chemistry calculation of C4H12N2O in the gas phase, from the OMol25 dataset.

2S+1: 1
F_max in Eh/bohr: 0.0513
E in eV: -9369.284

Positions of all 19 atoms, in Å:
N: 1.92759 0.60701 0.74055
C: 0.91479 0.45762 1.76152
C: -0.57136 0.70084 1.36798
C: -1.05048 -0.29385 0.30468
N: -0.39220 -0.10908 -0.96804
C: -0.84457 -0.97802 -1.98450
O: -0.33772 -0.77673 -3.30787
H: 2.58570 -0.14505 0.74005
H: 2.42959 1.47491 0.68107
H: 1.06885 1.17885 2.58557
H: 1.06897 -0.49368 2.28910
H: -0.45061 1.66073 0.89580
H: -1.18933 0.73776 2.25939
H: -0.76242 -1.32660 0.61713
H: -2.13016 -0.12869 0.18942
H: 0.58679 0.13728 -0.96072
H: -0.70995 -2.05004 -1.70305
H: -1.92531 -0.83478 -2.15398
H: -0.21817 0.18154 -3.35410

***

In the order shown, the computed energy relative to the best compared isomer or geometry (same formula, charge and spin) values come out to 124.9 248.7 372.1 204.0 11.5 129.3 588.3 633.4 190.9 398.1 416.0 184.2 kJ/mol.